Entry 1:
{"formula": "C26H30CeCl2N3O4", "method": "ωB97M-V with the def2-TZVPD basis set", "species": ["Ce", "N", "C", "C", "N", "C", "C", "N", "H", "H", "H", "H", "H", "H", "H", "H", "H", "H", "H", "H", "H", "Cl", "C", "C", "C", "Cl", "C", "O", "C", "C", "O", "C", "H", "H", "H", "C", "C", "O", "C", "C", "C", "C", "C", "C", "O", "H", "H", "H", "H", "H", "H", "H", "C", "C", "C", "C", "C", "C", "C", "H", "H", "H", "H", "H", "H", "H"], "coordinates": [[0.17492, -0.16734, -0.37137], [-2.32981, -1.46173, -1.03683], [-3.61541, -1.09731, -0.44328], [-3.36300, -0.55362, 0.96788], [-2.34582, 0.49182, 0.94331], [-2.82723, 1.83210, 0.60780], [-2.43468, 2.24114, -0.81744], [-0.98230, 2.15378, -0.97018], [-2.03146, -2.36058, -0.65675], [-2.41139, -1.58189, -2.04254], [-4.09253, -0.33303, -1.06156], [-4.30905, -1.95049, -0.37228], [-4.31473, -0.20423, 1.39852], [-2.98341, -1.36528, 1.59502], [-1.90870, 0.52822, 1.86270], [-3.91943, 1.90974, 0.71100], [-2.37128, 2.55414, 1.29068], [-2.88304, 1.55875, -1.54676], [-2.82236, 3.25727, -0.99943], [-0.71333, 2.37023, -1.93143], [-0.52268, 2.83618, -0.36288], [3.29499, 4.56414, 5.13230], [2.44091, 3.46744, 4.09788], [1.07982, 3.24669, 4.33767], [0.39163, 2.40779, 3.50895], [-1.27448, 2.08179, 3.81281], [0.97184, 1.75042, 2.37325], [0.27163, 1.02610, 1.60956], [2.37655, 1.98794, 2.19416], [3.06506, 1.34901, 1.10925], [2.57653, 0.60701, 0.26191], [3.08118, 2.83887, 3.06210], [0.58576, 3.73194, 5.16457], [4.15159, 1.56767, 1.06972], [4.13965, 2.98346, 2.90526], [0.01449, -2.47288, -4.63721], [0.51741, -1.44785, -3.63395], [-0.04341, -1.40754, -2.51898], [1.59151, -0.58151, -4.00982], [2.35852, -0.82459, -5.16805], [3.43822, -0.05204, -5.49339], [3.79409, 1.02463, -4.66777], [3.05972, 1.32246, -3.55974], [1.92392, 0.54784, -3.17042], [1.23174, 0.89736, -2.16057], [-0.87191, -2.96494, -4.23886], [0.77608, -3.22839, -4.81989], [-0.23450, -1.99076, -5.57973], [2.10992, -1.66314, -5.80083], [4.02624, -0.27755, -6.37092], [4.66168, 1.62049, -4.92035], [3.33262, 2.14661, -2.91669], [1.00802, -2.29217, 0.67935], [0.12909, -2.37733, 1.84119], [0.42343, -1.74625, 3.07017], [-0.44765, -1.80523, 4.13586], [-1.64368, -2.50434, 4.04246], [-1.93159, -3.18535, 2.86910], [-1.05770, -3.14035, 1.80134], [0.92066, -3.18685, 0.04367], [2.05760, -2.14657, 0.97523], [1.35699, -1.20631, 3.17088], [-0.19975, -1.30558, 5.06188], [-2.32937, -2.53869, 4.87634], [-2.84674, -3.76118, 2.78920], [-1.27156, -3.72010, 0.90694]], "atomic_forces_ev_per_a": [[-0.044, 0.477, -0.125], [0.450, -0.083, -0.024], [-0.228, 0.074, 0.608], [-0.289, -0.207, -0.374], [0.435, -0.162, 0.369], [0.085, 0.218, -0.561], [-0.559, -0.015, 0.385], [0.375, -0.054, -0.155], [-0.083, 0.076, -0.219], [0.171, -0.050, 0.150], [0.056, -0.067, -0.010], [0.135, 0.240, -0.111], [0.175, -0.039, -0.029], [-0.118, 0.175, -0.093], [-0.027, 0.090, -0.182], [0.185, -0.019, 0.061], [-0.094, -0.090, 0.052], [-0.001, 0.144, 0.053], [0.144, -0.288, -0.095], [0.113, -0.034, 0.299], [-0.069, -0.124, -0.195], [0.039, -0.056, -0.008], [0.163, 0.121, 0.028], [0.335, -0.071, -0.220], [-0.036, -0.502, -0.560], [-0.353, 0.028, 0.205], [1.481, 1.388, 1.363], [-0.749, -1.009, -1.361], [-1.102, -0.165, 0.079], [0.521, 0.205, 0.207], [-0.435, -0.418, -0.236], [-0.065, -0.057, 0.036], [-0.046, 0.021, 0.069], [-0.200, -0.148, -0.135], [0.111, 0.099, -0.008], [-0.152, 0.200, 0.456], [-0.024, -0.327, -0.696], [0.009, -0.038, 0.602], [0.218, 0.705, 0.817], [0.129, -0.009, -0.097], [0.017, -0.148, -0.166], [-0.015, -0.140, -0.176], [-0.471, -0.048, 0.581], [1.064, -0.594, -1.889], [-1.207, -0.054, 2.008], [0.071, 0.032, 0.015], [0.061, -0.024, -0.052], [0.054, -0.017, -0.083], [-0.030, -0.052, -0.041], [-0.013, -0.013, -0.032], [-0.010, 0.040, 0.034], [-0.028, 0.095, 0.035], [0.439, -0.043, -0.208], [-0.572, -0.247, 0.700], [0.067, 0.101, -0.614], [-0.107, 0.073, 0.270], [0.025, -0.048, -0.170], [-0.206, -0.195, 0.168], [0.325, 0.312, -0.403], [-0.008, 0.476, -0.129], [-0.241, 0.195, -0.307], [0.028, 0.058, -0.012], [0.065, 0.043, 0.025], [-0.008, -0.001, 0.051], [0.060, -0.032, 0.021], [-0.018, 0.003, 0.033]], "lowdin_charge": [1.4592, -0.0075, -0.2122, -0.1877, -0.1037, -0.1926, -0.2112, -0.0265, 0.0755, 0.0900, 0.1119, 0.1260, 0.1297, 0.0932, 0.0491, 0.1309, 0.0948, 0.1126, 0.1294, 0.1062, 0.1158, 0.6938, -0.6599, -0.1032, -0.5458, 0.7772, -0.3598, -0.2294, -0.1083, -0.1402, -0.0409, -0.0494, 0.1150, 0.1491, 0.1201, 0.0110, -0.3252, -0.1051, -0.0881, -0.0293, -0.0768, -0.0583, 0.0057, -0.3125, -0.1981, 0.0853, 0.0972, 0.0975, 0.1100, 0.1072, 0.1147, 0.1176, -0.1508, -0.3295, -0.0325, -0.0657, -0.0655, -0.0976, -0.0652, 0.0882, 0.0869, 0.1229, 0.1131, 0.1105, 0.1156, 0.1155], "e_homo_ev": [-10.63, -10.63], "gap_ev": [6.410, 6.409], "total_energy_ev": -78080.46259, "largest_force_ev_per_a": 2.44, "total_charge": 1, "de_lowest_ev": 0.721}

***

Entry 2:
{"formula": "C26H30F8NO3PS", "method": "ωB97M-V with the def2-TZVPD basis set", "species": ["C", "C", "C", "C", "C", "C", "C", "C", "C", "C", "S", "C", "C", "C", "C", "O", "C", "C", "F", "F", "C", "F", "F", "C", "F", "F", "C", "F", "F", "C", "C", "P", "O", "O", "C", "C", "C", "C", "C", "N", "H", "H", "H", "H", "H", "H", "H", "H", "H", "H", "H", "H", "H", "H", "H", "H", "H", "H", "H", "H", "H", "H", "H", "H", "H", "H", "H", "H", "H", "H"], "coordinates": [[-9.20312, -1.15701, -0.27061], [-8.59504, 0.37954, -0.51114], [-8.19704, 1.01088, 0.94840], [-6.72432, 1.72613, 1.02128], [-5.47033, 0.79839, 0.52036], [-5.49665, -0.81201, 0.21725], [-4.21309, -1.68434, -0.33020], [-2.80073, -0.88707, -0.57968], [-2.71379, 0.74761, -0.23702], [-4.01426, 1.59092, 0.29886], [-0.98481, 1.50808, -0.52766], [0.16808, 0.10718, 0.07234], [1.57435, 0.40061, 0.91791], [2.06421, 1.95490, 1.29156], [3.64809, 2.05889, 1.70071], [4.04217, 3.31482, 2.36054], [4.66721, 4.26620, 1.42993], [6.21667, 3.91048, 1.01024], [7.08279, 5.03092, 1.53675], [6.75555, 2.66789, 1.60764], [6.30152, 3.99631, -0.62367], [5.94378, 5.42018, -0.98103], [5.26852, 3.15802, -1.32070], [7.78441, 3.73086, -1.26511], [8.85964, 3.45596, -0.28539], [8.20735, 4.98359, -1.99680], [7.65751, 2.57451, -2.45907], [7.38515, 1.21461, -1.94006], [8.98928, 2.51770, -3.14709], [2.43072, -0.94934, 1.34908], [1.93804, -2.50567, 1.02372], [3.08351, -3.96605, 1.61631], [3.35362, -5.10095, 0.30896], [2.41855, -4.74567, 3.02782], [0.51780, -2.77216, 0.18202], [0.06695, -4.32328, -0.10465], [-0.10924, -4.71495, -1.68682], [0.55161, -3.64821, -2.74325], [-0.35211, -1.43457, -0.31347], [-1.61474, -1.65725, -1.11606], [-10.34773, -1.23888, -0.55765], [-8.63493, -1.93943, -0.96475], [-9.02217, -1.54248, 0.83772], [-7.65754, 0.26365, -1.23616], [-9.44317, 1.00026, -1.05103], [-8.32407, 0.25355, 1.85665], [-8.99463, 1.87275, 1.16381], [-6.52540, 1.95766, 2.17515], [-6.75350, 2.76975, 0.48132], [-6.50431, -1.42688, 0.39123], [-4.27865, -2.82854, -0.56706], [-3.94964, 2.73911, 0.53650], [1.81846, 2.59885, 0.31980], [1.35261, 2.30128, 2.15723], [4.28219, 1.92360, 0.69829], [4.00445, 1.18239, 2.42752], [4.69575, 5.31264, 1.98531], [3.95114, 4.40161, 0.50740], [6.88633, 2.90095, -3.30894], [3.47039, -0.87036, 1.92532], [3.06315, -6.02841, 0.59355], [1.41982, -4.64911, 2.99810], [0.74480, -5.13881, 0.38958], [-1.01007, -4.45059, 0.39465], [0.35925, -5.78685, -1.90273], [-1.26128, -4.79509, -1.91806], [-0.26998, -2.85865, -3.06730], [0.79459, -4.26964, -3.73203], [1.55951, -3.16435, -2.39127], [-1.91318, -2.65662, -1.14433]], "atomic_forces_ev_per_a": [[0.294, -0.655, -0.523], [-0.234, -1.326, 0.153], [-0.493, 1.142, 0.101], [0.158, -0.561, 0.949], [3.635, -1.613, -1.544], [2.242, 1.398, -0.489], [0.848, 4.907, 0.753], [-3.488, 1.323, 1.331], [-2.831, -2.251, 0.498], [-0.128, -4.385, -0.803], [-0.626, -2.399, 1.085], [1.219, -3.155, 0.817], [-0.877, -4.120, -0.788], [-0.889, -0.778, -0.470], [0.727, -1.419, -0.870], [0.542, 0.052, -2.161], [-1.032, 0.577, 0.956], [0.499, 0.667, 1.457], [-2.257, -3.371, -1.770], [-1.744, 3.735, -2.256], [-0.582, 1.827, -0.968], [0.768, -4.448, 1.278], [3.273, 2.359, 2.323], [2.010, 0.790, -1.233], [-3.835, 0.769, -3.038], [-1.283, -3.939, 2.280], [2.003, -1.018, -1.016], [0.760, 4.264, -1.315], [-3.711, 0.036, 2.178], [-2.469, -0.704, -1.452], [-3.855, 2.834, -1.940], [2.131, 0.941, 0.622], [-2.183, -0.680, 2.210], [-1.913, 0.997, -2.854], [1.810, 3.332, 1.129], [-1.293, 0.455, 0.109], [0.137, -0.061, -0.526], [-0.412, -0.816, -1.125], [3.013, -0.399, 1.914], [-0.391, 1.859, 2.907], [2.386, 0.225, 0.799], [-1.226, 1.705, 1.378], [-0.566, 0.969, -2.311], [-2.027, 0.532, 1.706], [1.967, -1.103, 1.180], [0.417, 1.390, -2.209], [1.799, -1.798, -0.305], [-0.373, -0.432, -2.481], [0.284, -2.230, 0.787], [2.438, 1.637, -0.423], [0.009, 2.478, 0.576], [0.034, -2.577, -0.592], [0.648, -1.257, 2.209], [1.521, -0.524, -1.599], [-1.396, 0.203, 2.139], [-1.098, 2.030, -1.526], [0.160, -2.343, -1.126], [1.834, -0.387, 1.449], [1.628, -0.961, 2.223], [-2.591, -0.067, -1.430], [0.511, 1.757, -0.601], [1.447, -0.338, 0.279], [-1.012, 2.059, -0.756], [2.288, 0.274, -0.907], [-1.024, 2.323, 0.674], [2.266, 0.081, 0.354], [2.030, -1.381, 0.879], [-0.483, 1.391, 2.092], [-2.176, -0.872, -0.497], [0.766, 1.047, 0.129]], "lowdin_charge": [-0.1656, -0.2491, -0.2378, -0.2086, -0.1376, -0.0218, -0.0095, -0.1530, -0.3752, -0.0134, 0.7868, -0.3212, -0.1169, -0.1387, -0.1996, -0.1800, -0.0829, -0.1593, -0.0055, 0.0333, -0.1019, 0.0127, 0.0076, -0.1158, 0.0440, 0.0050, -0.0702, -0.0125, -0.0390, -0.0289, -0.2642, 0.8836, -0.3794, -0.3573, -0.0874, -0.2047, -0.2545, -0.1475, -0.0971, -0.0092, 0.0746, 0.0726, 0.0696, 0.1068, 0.1072, 0.1127, 0.1163, 0.1246, 0.1195, 0.0846, 0.0866, 0.0980, 0.1171, 0.1307, 0.1362, 0.1384, 0.1681, 0.1517, 0.1988, 0.0809, 0.0686, 0.0565, 0.0842, 0.1195, 0.1149, 0.0999, 0.0755, 0.0832, 0.0873, 0.0877], "e_homo_ev": -7.77, "gap_ev": 7.213, "total_energy_ev": -76920.71940, "largest_force_ev_per_a": 5.16, "total_charge": 0, "smiles": "CCCCc1ccc2c(c1)Sc1c(CCOCC(F)(F)C(F)(F)C(F)(F)C(F)F)cc(P(O)O)c(CCC)c1N2"}

***

- What is the formula in the first record?
  C26H30CeCl2N3O4